# 1
# C9H23BBrCl2N3O3P

2 unconnected molecules or ions with the total composition C9H23BBrCl2N3O3P at a distorted geometry (wB97M-V/def2-TZVPD, OMol25).

```
43
Properties=species:S:1:pos:R:3:nbo_charge:R:1
C 1.050 -2.191 2.515 -0.605
C 0.891 -1.216 1.349 -0.486
C -0.351 -0.356 1.443 -0.063
Br -0.618 0.443 3.183 0.082
N -0.394 0.676 0.334 -0.420
C 0.154 2.048 0.650 -0.015
C 1.614 2.048 1.107 -0.812
B 2.706 1.837 -0.025 1.136
O 3.147 2.938 -0.707 -0.893
O 3.181 0.571 -0.325 -0.921
C 0.021 2.854 -0.633 -0.257
N -1.409 3.151 -0.783 -0.603
C -2.059 1.909 -1.198 -0.258
C -1.793 0.742 -0.244 -0.371
P -2.096 -0.870 -1.207 1.267
N -3.305 -1.635 -0.244 -1.166
O -2.944 -0.337 -2.502 -0.982
H 1.487 -1.689 3.372 0.223
H 1.717 -2.995 2.219 0.233
H 0.095 -2.614 2.821 0.215
H 1.789 -0.609 1.274 0.239
H 0.829 -1.791 0.425 0.246
H -1.207 -1.011 1.313 0.224
H 0.209 0.286 -0.401 0.447
H -0.500 2.551 1.354 0.254
H 1.782 3.041 1.523 0.271
H 1.789 1.356 1.926 0.249
H 4.085 2.917 -0.909 0.505
H 4.136 0.530 -0.256 0.507
H 0.337 2.248 -1.496 0.168
H 0.587 3.774 -0.565 0.250
H -1.498 3.816 -1.542 0.378
H -3.135 2.063 -1.199 0.243
H -1.766 1.659 -2.222 0.197
H -2.481 0.801 0.596 0.237
H -4.210 -1.563 -0.700 0.396
H -3.429 -1.192 0.660 0.384
H -3.412 -1.081 -2.896 0.512
C 0.917 -4.703 -1.580 -0.399
Cl -0.187 -3.306 -1.526 -0.053
Cl 2.581 -4.193 -1.876 -0.015
H 0.876 -5.213 -0.626 0.224
H 0.603 -5.363 -2.379 0.231
```

The net charge is +1. The calculation puts the HOMO-LUMO gap at 9.6643 eV. For the HOMO energy, the calculation gives -12.000 eV.

---

# 2
# C15H20N2O6S2

C15H20N2O6S2 in the gas phase at a distorted geometry (wB97M-V/def2-TZVPD, OMol25).

```
45
Properties=species:S:1:pos:R:3:nbo_charge:R:1
C -6.257 -0.322 1.392 -0.642
C -4.648 -0.463 1.264 -0.625
H -4.266 -1.072 1.972 0.192
H -4.238 0.469 1.340 0.202
S -4.313 -1.295 -0.519 2.263
O -4.834 -2.572 -0.409 -0.917
O -4.877 -0.327 -1.214 -0.956
C -2.566 -1.051 -0.444 -0.312
C -2.015 0.189 -0.598 -0.201
C -0.548 0.264 -0.395 0.052
C 0.128 -0.625 -0.068 0.277
C -0.522 -1.974 -0.053 -0.161
C -1.768 -2.380 -0.171 -0.149
H -2.262 -3.062 0.090 0.188
H 0.197 -2.939 0.134 0.216
O 1.471 -0.793 0.200 -0.480
C 2.111 0.379 0.300 0.013
C 1.412 1.470 -0.665 -0.248
N 0.122 1.654 -0.646 -0.618
S -0.734 2.970 0.204 2.272
O 0.296 3.773 0.463 -0.944
O -1.841 2.614 1.163 -0.885
C -1.465 3.802 -1.306 -0.788
H -2.228 3.045 -1.626 0.224
H -0.663 4.094 -2.295 0.251
H -1.876 4.613 -1.046 0.196
H 1.849 2.339 -0.564 0.259
H 1.730 1.373 -1.800 0.199
C 3.525 0.471 0.180 0.605
O 4.273 1.487 -0.027 -0.678
N 4.140 -0.614 0.079 -0.537
C 5.492 -1.011 -0.142 -0.071
C 6.168 -2.080 0.766 -0.403
C 5.946 -2.344 -0.766 -0.342
H 6.810 -2.219 -1.367 0.216
H 5.249 -2.678 -1.087 0.153
H 7.157 -1.984 0.975 0.212
H 5.489 -2.700 1.634 0.210
H 6.055 -0.018 -0.121 0.259
H 3.389 -1.382 0.334 0.382
H 1.936 0.821 1.426 0.190
H -2.731 1.079 -0.489 0.279
H -6.733 0.291 0.534 0.219
H -6.812 -1.440 1.184 0.208
H -6.748 0.145 2.187 0.217
```

The calculation puts the HOMO-LUMO gap at 9.2240 eV. For the HOMO energy, the calculation gives -9.302 eV. As for the relative energy (zero: lowest compared OMol25 entry of this formula, charge and spin): 1316.50 kJ/mol. Its SMILES is CCS(=O)(=O)c1ccc2c(c1)N(S(C)(=O)=O)C[C@H](C(=O)NC1CC1)O2.

---

# 3
# C51H53AsIrNO2PSb

A molecular structure, C51H53AsIrNO2PSb (wB97M-V/def2-TZVPD, OMol25).

```
111
Properties=species:S:1:pos:R:3:mulliken_charge:R:1
Ir -0.732 -0.927 -1.293 1.273
O -4.861 -1.355 -1.993 -0.537
C -3.692 -1.565 -2.067 0.116
O -2.913 -1.791 -0.948 -0.012
C -2.921 -1.702 -3.334 0.474
C -3.602 -1.860 -4.520 -0.639
C -2.862 -2.105 -5.671 -0.558
C -1.487 -2.192 -5.570 -0.875
C -0.882 -1.995 -4.336 -0.252
N -1.584 -1.741 -3.232 0.164
H -4.682 -1.808 -4.526 0.544
H -3.358 -2.242 -6.622 0.494
H -0.872 -2.404 -6.433 0.505
H 0.192 -2.058 -4.229 0.803
C 4.488 3.270 -1.286 -0.860
C 3.198 3.663 -1.618 -0.757
C 2.208 2.710 -1.813 -0.369
C 2.510 1.354 -1.686 0.809
C 3.802 0.962 -1.339 -0.075
C 4.786 1.923 -1.138 -0.539
As 1.210 0.046 -2.326 1.183
C 0.768 0.819 -4.027 0.548
C -0.179 1.788 -4.309 -0.627
C -0.288 2.259 -5.612 -0.832
C 0.548 1.755 -6.602 -0.831
C 1.484 0.771 -6.313 -0.838
C 1.600 0.288 -5.016 -0.056
C 2.499 -0.810 -4.574 0.991
C 3.373 -1.522 -5.385 -0.731
C 4.102 -2.580 -4.857 -0.893
C 3.960 -2.950 -3.524 -0.868
C 3.092 -2.244 -2.700 -0.444
C 2.384 -1.178 -3.230 -0.069
H 5.264 4.013 -1.165 0.426
H 2.967 4.712 -1.752 0.478
H 1.219 3.029 -2.119 0.408
H 4.077 -0.085 -1.308 0.291
H 5.798 1.614 -0.909 0.496
H -0.834 2.171 -3.536 0.389
H -1.020 3.014 -5.857 0.489
H 0.465 2.128 -7.613 0.445
H 2.113 0.384 -7.104 0.465
H 3.490 -1.264 -6.429 0.482
H 4.780 -3.128 -5.495 0.440
H 4.519 -3.788 -3.134 0.481
H 2.970 -2.538 -1.663 0.438
C 4.102 3.431 2.379 -1.201
C 4.097 1.926 2.611 0.392
C 4.278 1.555 4.079 -1.455
Sb 2.260 1.089 1.854 0.280
C 0.637 1.404 3.229 2.468
C 0.444 2.900 3.458 -1.562
C 0.811 0.605 4.519 -1.195
C 2.434 -1.026 1.570 1.011
C 3.329 -1.600 2.670 -1.641
C 1.081 -1.713 1.508 -0.804
H 5.072 3.827 2.685 0.431
H 3.348 3.932 2.986 0.266
H 3.948 3.698 1.335 0.199
H 4.828 1.424 1.978 0.539
H 3.573 2.087 4.716 0.316
H 5.279 1.875 4.379 0.512
H 4.207 0.489 4.281 0.345
H -0.212 0.997 2.663 -2.077
H 1.309 3.349 3.946 0.342
H -0.405 3.065 4.125 0.422
H 0.253 3.445 2.534 0.420
H 1.662 0.939 5.106 0.283
H 0.910 -0.466 4.346 0.270
H -0.079 0.749 5.135 0.431
H 2.953 -1.107 0.614 -0.116
H 2.886 -1.511 3.662 0.315
H 4.313 -1.134 2.691 0.496
H 3.484 -2.665 2.479 0.518
H 0.492 -1.526 2.409 -0.076
H 1.246 -2.793 1.445 0.625
H 0.465 -1.468 0.627 -0.104
C -4.012 -0.447 6.545 -0.636
C -4.044 -1.646 5.840 -0.759
C -3.599 -1.693 4.533 -0.521
C -3.135 -0.518 3.920 0.575
C -3.092 0.691 4.645 -0.625
C -3.538 0.721 5.948 -0.847
P -2.527 -0.506 2.289 1.264
C -3.138 0.889 1.388 0.325
C -4.285 1.567 1.811 -0.329
C -4.765 2.636 1.069 -0.836
C -4.102 3.039 -0.083 -0.726
C -2.956 2.370 -0.506 -0.882
C -2.474 1.305 0.228 0.084
C -2.780 -2.033 1.423 -0.077
C -2.173 -3.172 1.856 -0.233
C -2.593 -4.446 1.377 -0.962
C -3.738 -4.542 0.571 -0.688
C -4.354 -3.421 0.095 -0.644
C -3.737 -2.073 0.279 -0.424
H -4.365 -0.419 7.566 0.451
H -4.427 -2.539 6.311 0.471
H -3.645 -2.623 3.980 0.359
H -2.728 1.596 4.175 0.572
H -3.525 1.647 6.506 0.476
H -4.813 1.252 2.702 0.594
H -5.659 3.150 1.390 0.496
H -4.483 3.872 -0.657 0.482
H -2.446 2.681 -1.407 0.491
H -1.573 0.788 -0.132 0.007
H -1.407 -3.130 2.622 0.614
H -2.085 -5.337 1.714 0.556
H -4.151 -5.517 0.354 0.506
H -5.267 -3.479 -0.478 0.629
H -4.487 -1.282 0.322 0.618
```

The net charge is +3. The calculation puts the HOMO-LUMO gap (spin up / spin down) at 7.8898 / 4.6988 eV. For the HOMO energy (spin up / spin down), the calculation gives -14.864 / -14.884 eV. The spin multiplicity is 6. As for the relative energy (zero: lowest compared OMol25 entry of this formula, charge and spin): 230.79 kJ/mol. Its expectation value of S² is 8.799.